{
  "formula": "C11H24F3N4O4",
  "method": "ωB97M-V/def2-TZVPD",
  "symbols": ["C", "C", "C", "N", "N", "C", "N", "C", "O", "O", "C", "N", "C", "H", "H", "H", "H", "H", "H", "H", "H", "H", "H", "H", "H", "H", "H", "H", "H", "H", "H", "C", "C", "O", "C", "O", "C", "F", "F", "F", "H", "H", "H", "H", "H", "H"],
  "coordinates": [[0.4733, 3.0440, -1.9505], [1.8888, 2.8530, -1.3755], [2.1009, 3.4621, 0.0080], [1.9004, 2.4520, 1.0383], [1.3558, 2.9493, 2.2530], [1.6619, 2.0337, 3.3409], [3.0743, 2.1530, 3.6987], [-0.0195, 3.2923, 2.2020], [-0.5454, 3.9634, 3.0868], [-0.6945, 2.9314, 1.0766], [-1.6310, 1.8794, 1.3133], [-0.9550, 0.6559, 1.6033], [-0.5383, -0.0966, 0.4173], [-0.2026, 3.4795, -1.2256], [0.0570, 2.0933, -2.2679], [0.4934, 3.6987, -2.8159], [2.1539, 1.7999, -1.3569], [2.5970, 3.3180, -2.0561], [3.1374, 3.7945, 0.0702], [1.4701, 4.3368, 0.1593], [1.3796, 1.6546, 0.6979], [1.0029, 2.2947, 4.1671], [1.4683, 1.0008, 3.0582], [3.2924, 3.1357, 3.7907], [3.1980, 1.7077, 4.5969], [-2.2493, 1.8243, 0.4209], [-2.2629, 2.1456, 2.1573], [-1.4867, 0.0841, 2.2378], [0.2675, -0.7683, 0.6940], [-0.1291, 0.6033, -0.3072], [-1.3408, -0.6687, -0.0464], [-1.0639, -4.9447, -3.6225], [-2.4097, -4.7528, -2.9285], [-2.4491, -5.1157, -1.5737], [-1.9933, -4.1211, -0.5889], [-2.4543, -2.9226, -0.7544], [-0.4377, -4.1171, -0.4764], [0.1280, -5.3518, -0.5914], [-0.0739, -3.6708, 0.7500], [0.2068, -3.3255, -1.3535], [-0.5997, -5.8800, -3.3076], [-1.2049, -4.9674, -4.7078], [-0.3741, -4.1331, -3.4035], [-3.1312, -5.4196, -3.4153], [-2.7815, -3.7320, -3.0660], [-2.2791, -4.6531, 0.3530]],
  "forces_ev_per_a": [[0.2, -0.2, 0.0], [-0.3, 0.5, -0.2], [0.5, -0.4, 0.0], [0.1, 0.0, 0.3], [-0.5, -0.6, -1.1], [0.5, 0.4, 0.6], [-0.2, -0.1, -0.2], [-0.6, 1.5, 1.6], [0.8, -1.4, -1.3], [0.5, 0.3, 0.0], [-0.5, -0.5, 0.4], [0.2, 0.3, -0.1], [0.1, 0.0, 0.2], [-0.1, 0.0, 0.2], [-0.2, -0.1, -0.1], [0.0, 0.1, -0.2], [0.1, -0.2, 0.1], [0.2, 0.0, -0.1], [0.1, 0.2, 0.1], [-0.2, 0.1, 0.0], [-0.3, 0.1, 0.0], [-0.2, 0.1, 0.0], [-0.1, -0.1, -0.2], [0.1, 0.1, 0.2], [0.2, 0.0, 0.1], [0.0, 0.2, -0.3], [-0.1, 0.1, 0.1], [-0.1, -0.1, 0.1], [0.0, -0.3, 0.0], [0.0, 0.1, -0.1], [-0.1, -0.2, -0.1], [0.1, 0.2, 0.0], [-0.4, 0.0, -0.2], [0.6, -0.3, 0.1], [-0.4, 0.5, 0.1], [0.1, 0.2, 0.0], [0.0, -0.4, -0.2], [0.0, 0.1, 0.0], [0.0, 0.1, 0.2], [0.0, 0.1, -0.1], [0.0, -0.1, 0.0], [0.0, 0.0, 0.0], [0.0, 0.0, 0.0], [0.0, 0.0, 0.0], [0.1, 0.1, 0.1], [-0.1, 0.0, 0.0]],
  "e_tot_ha": -1253.11517,
  "homo_ev": -4.042,
  "homo_lumo_gap_ev": 6.90,
  "charge": -1
}

---

{
  "formula": "C11H24HgIN5OP",
  "method": "ωB97M-V/def2-TZVPD",
  "symbols": ["Hg", "I", "C", "N", "C", "P", "O", "N", "C", "C", "N", "C", "C", "H", "H", "H", "H", "H", "H", "H", "H", "H", "H", "H", "H", "H", "H", "H", "H", "H", "H", "N", "C", "C", "C", "N", "C", "C", "H", "H", "H", "H", "H", "H"],
  "coordinates": [[-2.6928, -1.9740, -0.2499], [-1.6694, -4.6188, -1.3400], [1.1540, 1.6953, 0.0078], [1.9820, 0.5229, 0.1611], [3.3022, 0.7751, 0.6828], [1.2455, -0.9795, 0.3146], [-0.0665, -0.9691, -0.3445], [2.4322, -2.0225, -0.2776], [2.0742, -3.4260, -0.1759], [2.9709, -1.7102, -1.5847], [1.1456, -1.4933, 1.9065], [-0.0896, -1.3610, 2.6394], [2.3158, -1.7581, 2.7084], [1.5332, 2.3145, -0.8114], [1.1389, 2.3002, 0.9209], [0.1419, 1.3721, -0.2272], [3.8153, 1.5031, 0.0470], [3.8694, -0.1519, 0.6822], [3.2757, 1.1806, 1.7013], [1.5799, -3.6079, 0.7746], [2.9836, -4.0280, -0.2352], [1.3960, -3.7323, -0.9779], [3.0645, -0.6325, -1.6929], [2.3342, -2.0907, -2.3908], [3.9570, -2.1743, -1.6759], [-0.9061, -1.2265, 1.9261], [-0.0794, -0.5055, 3.3243], [-0.2691, -2.2699, 3.2219], [3.1643, -1.9245, 2.0506], [2.1557, -2.6561, 3.3137], [2.5435, -0.9289, 3.3869], [-4.6472, 4.4015, -2.1353], [-4.1141, 3.2575, -1.6304], [-3.3263, 2.4116, -2.4208], [-2.7869, 1.2770, -1.8558], [-2.9803, 0.9290, -0.5894], [-3.7057, 1.7361, 0.1747], [-4.2834, 2.8993, -0.2864], [-4.6326, 4.5467, -3.1290], [-5.3243, 4.9140, -1.5993], [-3.1525, 2.6421, -3.4605], [-2.1678, 0.6083, -2.4380], [-3.8203, 1.4286, 1.2060], [-4.8597, 3.5266, 0.3760]],
  "forces_ev_per_a": [[0.4, -0.5, -0.3], [-0.3, 0.6, 0.3], [-0.2, 0.1, -0.1], [-0.3, -0.7, 0.1], [0.1, 0.0, 0.0], [1.4, -0.1, 0.4], [-0.8, 0.1, -0.1], [-0.8, 0.7, 0.3], [0.1, -0.4, 0.1], [0.3, 0.1, -0.2], [0.0, 0.2, -0.7], [-0.3, 0.0, -0.1], [0.1, 0.0, 0.1], [0.0, 0.1, 0.0], [0.0, 0.0, 0.0], [0.0, 0.2, 0.0], [0.0, 0.0, 0.0], [0.2, 0.0, 0.0], [0.0, 0.0, 0.0], [0.0, -0.2, 0.0], [0.0, -0.1, 0.0], [0.0, 0.0, 0.0], [0.1, 0.0, -0.1], [0.0, 0.0, 0.0], [0.0, 0.1, -0.1], [0.0, 0.0, 0.2], [0.0, 0.0, 0.0], [-0.1, 0.0, 0.0], [0.1, 0.0, 0.1], [0.0, 0.0, 0.0], [0.0, 0.0, 0.0], [-0.1, 0.3, -0.1], [0.3, -0.4, 0.2], [-0.1, 0.1, 0.0], [-0.1, 0.1, 0.0], [0.3, -0.6, 0.3], [0.0, 0.1, -0.1], [0.0, 0.1, -0.1], [-0.1, 0.0, 0.1], [0.0, 0.0, -0.1], [0.1, 0.0, -0.1], [0.0, -0.1, -0.1], [-0.1, 0.0, 0.1], [-0.1, 0.1, 0.1]],
  "de_lowest_ev": 0.1808,
  "e_tot_ha": -1575.10871,
  "homo_ev": [-7.207, -8.122],
  "spin_multiplicity": 2,
  "homo_lumo_gap_ev": [7.88, 6.62],
  "charge": 0
}

---

{
  "formula": "C11H24HgN4O3V",
  "method": "ωB97M-V/def2-TZVPD",
  "symbols": ["N", "C", "O", "Hg", "V", "N", "N", "C", "C", "C", "C", "C", "C", "C", "C", "H", "H", "H", "H", "H", "H", "H", "H", "H", "H", "H", "H", "H", "H", "H", "H", "H", "H", "C", "H", "H", "H", "C", "H", "H", "H", "O", "N", "O"],
  "coordinates": [[2.0553, -0.5904, 0.1479], [5.1686, 0.1013, -0.7630], [5.8791, -0.7748, -0.9957], [1.8809, -3.1325, -0.0800], [0.6566, -0.4405, 0.9771], [-0.5919, -1.8277, 0.4136], [0.0685, 1.3774, 0.7688], [-1.2055, -1.9669, -0.9535], [0.5198, 2.4830, -0.1290], [-1.9744, -3.2714, -1.2149], [-2.1542, -0.7913, -1.0438], [-0.1538, -1.8321, -2.0376], [1.8974, 2.9638, 0.3108], [-0.4261, 3.6920, -0.1489], [0.6141, 1.9668, -1.5490], [-1.4699, -4.1573, -0.8163], [-2.0856, -3.4498, -2.2958], [-2.9968, -3.2549, -0.8212], [-2.9253, -0.8343, -0.2691], [-2.6518, -0.7701, -2.0113], [-1.6103, 0.1487, -0.9100], [0.4981, -0.9732, -1.8695], [-0.6157, -1.7245, -3.0279], [0.4716, -2.7309, -2.1225], [1.8910, 3.2678, 1.3599], [2.2471, 3.8298, -0.2679], [2.6432, 2.1722, 0.2050], [-0.4297, 4.2587, 0.7853], [-1.4548, 3.3990, -0.3700], [-0.1485, 4.4116, -0.9327], [0.9920, 2.7398, -2.2302], [-0.3710, 1.6814, -1.9319], [1.2820, 1.1071, -1.6268], [-1.4286, -2.4431, 1.4613], [-0.8576, -2.8227, 2.3209], [-2.0955, -1.6675, 1.8551], [-2.0890, -3.2779, 1.1504], [-0.8844, 1.8158, 1.7712], [-1.0697, 1.0123, 2.4873], [-0.5638, 2.7012, 2.3498], [-1.8660, 2.1023, 1.3545], [2.1586, -1.9850, 4.4546], [1.4617, -1.8044, 3.4701], [1.7341, -0.7086, 2.7749]],
  "forces_ev_per_a": [[-3.3, -0.2, 0.7], [2.0, -2.4, -0.7], [-2.0, 2.4, 0.7], [-0.9, 1.4, 0.2], [4.5, 2.3, -0.8], [-1.2, -2.0, -1.0], [0.3, -1.3, 0.1], [0.8, -1.2, -0.5], [0.5, 0.7, -0.5], [-0.4, -0.3, 0.0], [-0.6, 1.3, 0.3], [0.2, 0.7, -0.3], [0.7, 0.0, 0.5], [-0.5, 0.2, 0.2], [-0.1, -0.4, -0.8], [0.1, 0.1, 0.0], [0.2, 0.3, 0.3], [0.2, 0.0, 0.1], [0.0, -0.1, -0.1], [0.0, -0.2, -0.1], [-0.1, -0.1, -0.1], [0.0, 0.0, -0.1], [0.1, 0.0, 0.3], [0.1, -0.4, 0.2], [-0.1, 0.0, 0.0], [-0.3, -0.3, 0.0], [0.0, 0.0, 0.0], [0.0, -0.1, 0.0], [0.0, 0.0, 0.0], [0.2, -0.5, 0.2], [0.0, -0.1, 0.3], [0.0, 0.0, 0.0], [0.1, 0.1, 0.0], [-0.4, 0.0, 0.6], [0.1, 0.3, -0.3], [-0.1, 0.1, 0.1], [0.7, 0.6, -0.2], [-0.8, -0.1, 0.4], [-0.1, -0.1, 0.2], [0.3, -0.4, -0.3], [0.4, -0.3, -0.1], [-3.0, -0.6, -3.0], [4.7, 3.7, 2.5], [-2.2, -3.0, 1.0]],
  "de_lowest_ev": 4.2051,
  "e_tot_ha": -1974.76806,
  "homo_ev": [-15.541, -15.542],
  "spin_multiplicity": 2,
  "homo_lumo_gap_ev": [4.32, 4.15],
  "charge": 2
}

---

{
  "formula": "C11H24HgN4O4Ta",
  "method": "ωB97M-V/def2-TZVPD",
  "symbols": ["N", "C", "O", "Hg", "Ta", "N", "N", "C", "C", "C", "C", "C", "C", "C", "C", "H", "H", "H", "H", "H", "H", "H", "H", "H", "H", "H", "H", "H", "H", "H", "H", "H", "H", "C", "H", "H", "H", "C", "H", "H", "H", "O", "N", "O", "O"],
  "coordinates": [[1.8093, -0.3472, 0.4389], [4.2717, -1.9314, 1.7395], [5.1526, -2.0579, 0.9880], [2.4235, 0.4831, -1.5813], [0.0296, -0.0098, 0.5709], [-0.8289, -1.6010, -0.3840], [-0.2155, 1.7873, -0.4306], [-0.4030, -2.9835, -0.5105], [0.2967, 3.1114, -0.1282], [0.8025, -3.1566, -1.4425], [-1.5200, -3.8816, -1.0618], [0.0088, -3.4502, 0.8914], [0.2291, 4.1308, -1.2882], [-0.5843, 3.5788, 1.0335], [1.7562, 3.0888, 0.3612], [0.5644, -2.8112, -2.4556], [1.0740, -4.2272, -1.5119], [1.6854, -2.6059, -1.0998], [-2.3805, -3.8855, -0.3831], [-1.1721, -4.9194, -1.1607], [-1.8330, -3.5543, -2.0615], [0.9434, -2.9717, 1.2170], [0.1435, -4.5408, 0.8960], [-0.7803, -3.1939, 1.6101], [0.5430, 3.7026, -2.2491], [0.9035, 4.9855, -1.0987], [-0.7750, 4.5621, -1.3883], [-1.6310, 3.5807, 0.7100], [-0.2850, 4.5840, 1.3529], [-0.4857, 2.8812, 1.8781], [1.9304, 2.3159, 1.1230], [2.0357, 4.0716, 0.7854], [2.4570, 2.9258, -0.4730], [-1.3402, 1.7893, -1.3703], [-1.3716, 0.9121, -2.0425], [-2.2815, 1.7976, -0.7874], [-1.3869, 2.6537, -2.0669], [-2.1059, -1.2880, -0.9811], [-2.8939, -1.9672, -0.6194], [-2.4552, -0.2899, -0.6845], [-2.1005, -1.3205, -2.0886], [0.0045, 1.1069, 4.6095], [-0.0268, -0.0064, 4.1251], [0.0041, -1.0830, 4.5904], [-0.2122, 0.0345, 2.4287]],
  "forces_ev_per_a": [[1.9, 0.5, -1.4], [3.4, -0.5, -2.8], [-3.4, 0.5, 2.9], [-0.5, -1.0, 1.5], [-1.2, -2.7, 0.6], [0.7, 2.1, 0.1], [-0.9, 1.4, -1.6], [0.6, -1.4, 0.1], [1.4, 1.2, -0.2], [0.3, 0.0, -0.5], [-0.1, -0.2, 0.1], [-0.2, -0.1, 0.2], [-0.2, 0.3, -0.1], [-0.7, -0.2, 0.6], [0.2, -0.2, 0.4], [-0.1, -0.1, 0.1], [-0.1, 0.6, 0.1], [-0.1, -0.1, 0.1], [0.1, -0.2, -0.2], [0.0, 0.4, 0.1], [0.0, -0.2, 0.3], [-0.1, -0.1, -0.1], [0.1, 0.3, 0.1], [0.1, -0.2, -0.1], [-0.1, 0.0, 0.2], [-0.3, -0.5, 0.2], [0.2, -0.2, -0.1], [0.1, 0.2, 0.2], [-0.1, -0.2, -0.1], [0.0, 0.3, 0.0], [0.0, 0.2, -0.1], [-0.3, -0.5, -0.2], [-0.1, 0.0, 0.0], [-0.6, 0.3, -1.0], [0.2, 0.1, 0.6], [0.2, 0.0, -0.2], [0.3, -0.4, 0.8], [-1.2, 0.1, 0.3], [0.3, 0.3, -0.3], [0.1, -0.1, 0.0], [0.1, 0.0, 0.4], [-0.1, -3.1, -2.7], [0.0, 1.7, 3.0], [-0.1, 1.3, -2.0], [0.0, 0.2, 0.8]],
  "de_lowest_ev": 0.6922,
  "e_tot_ha": -1163.06906,
  "homo_ev": [-15.620, -15.023],
  "spin_multiplicity": 2,
  "homo_lumo_gap_ev": [5.06, 4.23],
  "charge": 2
}